(1)
Entry from OMol25: C14H16ClMgN as an isolated structure (ωB97M-V/def2-TZVPD).

Values from the calculation:
E_HOMO in eV: 1.62
LUMO energy in eV: 5.1
Charge: -2

The geometry in XYZ format:
```
33
C14H16ClMgN ωB97M-V/def2-TZVPD
C 1.18076 0.79921 -1.85725
C 0.77692 1.97080 -1.16713
C -0.64471 2.03109 -1.17542
C -1.12012 0.90705 -1.91535
C 0.00939 0.14704 -2.33827
Mg -0.16573 0.10278 -0.07022
N 0.92140 -1.47851 0.58131
C 1.31814 -0.67439 1.65021
C 1.07394 0.90570 1.60294
H -1.25470 2.85850 -0.79656
H 1.44481 2.72484 -0.73537
H -2.15836 0.72884 -2.19865
H -0.00924 -0.73576 -2.98541
H 2.20998 0.51941 -2.08974
H 1.93737 1.57169 1.44211
H 2.39137 -0.66676 1.80913
H 1.18517 -2.38937 0.26894
H 0.38105 1.44860 2.27169
H 0.83380 -0.86485 2.62203
Cl -5.05774 -1.78322 -0.15317
C -3.98693 -2.36732 1.02963
C -4.49262 -3.33808 1.89893
C -3.69199 -3.90374 2.89409
C -2.32181 -3.45752 2.96633
C -1.83849 -2.51367 2.08328
C -2.67322 -1.92707 1.11708
C -2.19142 -0.94201 0.21751
H -5.51313 -3.71233 1.87185
H -4.03476 -4.68502 3.63363
H -1.64808 -3.90560 3.76050
H -0.79417 -2.23138 2.10275
H -2.03907 -1.26429 -0.79531
H -2.63446 0.04274 0.26702
```

***

(2)
Entry from OMol25: one molecule with the formula C4H3NO3 (ωB97M-V/def2-TZVPD).

Values from the calculation:
E_HOMO in eV: -10.76
LUMO energy in eV: 0.0
SMILES: O=C1ON=C[C@@H]2O[C@H]12
Relative energy (zero: lowest compared OMol25 entry of this formula, charge and spin) in kJ/mol: 426.9

The geometry in XYZ format:
```
11
C4H3NO3 ωB97M-V/def2-TZVPD
O -0.25498 0.76219 -2.55787
C -0.32849 0.33088 -1.47677
O -1.53071 -0.28466 -1.08856
N -1.64180 -0.87519 0.24074
C -0.61176 -0.79456 1.06961
C 0.71435 -0.13127 0.83367
O 0.45431 1.34718 0.60481
C 0.74158 0.51303 -0.45334
H -0.81479 -1.33596 2.08935
H 1.47075 -0.38281 1.54856
H 1.80155 0.85116 -0.81021
```

***

(3)
Entry from OMol25: a 13-piece molecular cluster, C45H76O39 overall (ωB97M-V/def2-TZVPD).

Values from the calculation:
E_HOMO in eV: -10.20
LUMO energy in eV: 0.0
Relative energy (zero: lowest compared OMol25 entry of this formula, charge and spin) in kJ/mol: 135.9

The geometry in XYZ format:
```
160
C45H76O39 ωB97M-V/def2-TZVPD
C -0.14311 5.77522 -1.51613
C -0.74476 7.01821 -0.83110
O -1.66599 7.43943 -1.80628
C -2.10199 6.33710 -2.45190
O -3.15603 6.25544 -2.99069
O -1.20944 5.32571 -2.33963
H 0.20842 5.12473 -0.71475
H 0.69822 6.00086 -2.17410
H 0.04948 7.74407 -0.65903
H -1.17282 6.77074 0.14251
C 2.87718 -3.52497 1.61108
C 4.23700 -3.18845 0.97735
O 4.99907 -2.78323 2.09835
C 4.16819 -2.43838 3.10322
O 4.52519 -1.76690 4.03224
O 2.92625 -2.83401 2.87029
H 2.78232 -4.58354 1.84760
H 2.10659 -3.12877 0.95097
H 4.09219 -2.38311 0.25815
H 4.58726 -4.12453 0.54661
C -0.93006 -2.06042 8.71988
C 0.33640 -2.90872 8.47887
O 0.29624 -3.11321 7.09743
C -0.95589 -2.93302 6.63553
O -1.31494 -3.12223 5.50972
O -1.72695 -2.48492 7.61873
H -0.71422 -0.99568 8.61548
H -1.39485 -2.27169 9.67773
H 0.30509 -3.85361 9.03124
H 1.25737 -2.39567 8.75623
C -3.77226 -4.56420 3.54654
C -3.77684 -5.10729 4.97917
O -5.14664 -5.04593 5.38895
C -5.83993 -4.30844 4.50462
O -6.94801 -3.93338 4.67211
O -5.07760 -4.01705 3.41121
H -3.46669 -5.32247 2.83024
H -3.06141 -3.73822 3.57941
H -3.19915 -4.49532 5.67103
H -3.31106 -6.08123 5.13182
C 1.20044 -3.70732 -2.40862
C 1.70088 -5.02364 -1.83986
O 3.11657 -4.88150 -1.79818
C 3.47325 -3.67346 -2.25467
O 4.59607 -3.32206 -2.43639
O 2.37007 -2.90380 -2.35746
H 0.44694 -3.12757 -1.87595
H 0.87304 -3.80600 -3.44949
H 1.39751 -5.90792 -2.39762
H 1.36978 -5.16377 -0.80595
C -4.10405 -0.59784 3.14653
C -3.23331 0.66836 3.45121
O -2.58727 0.90175 2.21424
C -2.86455 -0.01456 1.31322
O -2.49000 -0.06118 0.17717
O -3.66200 -0.97166 1.83843
H -5.15613 -0.31211 3.13368
H -4.00579 -1.43423 3.83279
H -2.53240 0.43554 4.24806
H -3.85080 1.53893 3.65101
C 3.45055 2.33634 1.90755
C 4.86292 2.96312 1.80693
O 5.66805 1.93391 1.23467
C 4.94414 0.81831 1.07959
O 5.44100 -0.22269 0.76709
O 3.68363 0.99630 1.46733
H 2.81840 2.79351 1.15366
H 3.05937 2.30943 2.92061
H 5.25744 3.32420 2.75438
H 4.79260 3.82962 1.14831
C -0.06073 4.05013 2.66155
C -0.67282 3.99217 4.06368
O -0.77228 2.60911 4.48053
C 0.36402 1.96357 4.68601
O 1.46736 2.45189 4.82464
O 0.10081 0.66808 4.68544
C 1.16457 -0.28159 4.78805
H -0.40338 4.89936 2.06872
H -0.46448 3.17570 2.14559
H 1.02338 4.06405 2.73393
H -1.72438 4.26859 4.02069
H -0.15902 4.61527 4.79126
H 2.02773 0.24683 5.19913
H 1.58072 -0.55830 3.81679
H 0.83780 -1.14863 5.34650
C 0.52929 4.04055 -4.87014
C 0.60060 3.59922 -6.33063
O 1.04890 2.25141 -6.43590
C 1.12774 1.62162 -7.57999
O 1.74342 0.63026 -7.79974
O 0.35366 2.24650 -8.52762
C 0.46847 1.77048 -9.84562
H 1.54075 4.21334 -4.50473
H -0.04890 3.34235 -4.26773
H -0.04445 4.96797 -4.88657
H 1.24715 4.25220 -6.91743
H -0.41301 3.68848 -6.72344
H 0.45434 0.68164 -9.88014
H 1.36034 2.13157 -10.36496
H -0.36269 2.17331 -10.42412
C -2.09880 -4.62987 -2.14942
C -2.00519 -4.08237 -0.73701
O -2.14671 -5.27695 0.08037
C -1.14565 -5.83076 0.76127
O -0.01997 -5.43411 0.83614
O -1.65263 -6.93750 1.30341
C -0.78870 -7.99549 1.69030
H -2.84340 -5.39581 -2.36388
H -1.14580 -5.12234 -2.36192
H -2.26874 -3.84610 -2.89029
H -2.75225 -3.33798 -0.46320
H -1.06646 -3.54002 -0.60870
H 0.25090 -7.67080 1.70637
H -0.89574 -8.77816 0.93313
H -1.18790 -8.39630 2.61933
C 5.91412 2.98824 -5.38494
C 4.51396 3.05359 -4.76472
O 4.26046 1.98703 -3.88328
C 3.86078 0.83022 -4.45110
O 3.53662 0.66355 -5.58131
O 3.85567 -0.15420 -3.55336
C 4.62346 -0.08852 -2.35853
H 6.60800 2.45827 -4.73130
H 6.37868 3.88373 -5.79146
H 5.83580 2.32974 -6.25741
H 3.74599 3.12155 -5.53902
H 4.40366 4.02644 -4.27812
H 4.23625 -0.79382 -1.63360
H 4.44827 0.86505 -1.84080
H 5.70103 -0.02260 -2.49669
C -3.19151 2.94952 -1.06916
C -4.04698 3.60837 -2.17008
O -5.08079 2.71660 -2.59258
C -6.30503 3.17185 -2.75603
O -6.77003 4.15956 -2.25027
O -6.94120 2.38186 -3.61332
C -8.32170 2.61162 -3.80939
H -3.62665 2.01764 -0.71796
H -2.95182 3.55901 -0.19722
H -2.23534 2.72576 -1.54525
H -3.41980 3.87157 -3.01594
H -4.46403 4.56508 -1.86558
H -8.47050 3.65326 -4.09978
H -8.95209 2.40865 -2.94265
H -8.62259 1.94976 -4.61800
C 1.62790 2.15648 -1.16807
C 0.81721 0.88742 -1.11390
O 0.80806 0.39063 0.21753
C 0.69122 -0.89180 0.47735
O 0.92321 -1.78364 -0.30950
O 0.14492 -1.01672 1.68321
C -0.37367 -2.26767 2.09914
H 1.56051 2.53984 -2.18365
H 2.62426 1.84870 -0.84527
H 1.24528 2.86028 -0.42426
H 1.27383 0.13553 -1.75947
H -0.21016 1.10410 -1.41663
H 0.08326 -3.09513 1.55763
H -1.46209 -2.24743 2.11912
H -0.08245 -2.47241 3.13302
```

***

(4)
Entry from OMol25: C12H32B2F8FeO12S4 as an isolated structure (ωB97M-V/def2-TZVPD).

Values from the calculation:
E_HOMO (spin up / spin down) in eV: -11.07 / -8.92
LUMO energy (spin up / spin down) in eV: -0.1 / -0.1
Spin multiplicity: 5
Relative energy (zero: lowest compared OMol25 entry of this formula, charge and spin) in kJ/mol: 189.5

The geometry in XYZ format:
```
71
C12H32B2F8FeO12S4 ωB97M-V/def2-TZVPD
Fe 1.11764 -0.10608 -1.77269
B 2.49781 -1.96684 -2.87203
F 3.50540 -2.85687 -3.20361
F 2.26571 -2.03758 -1.47781
F 2.80433 -0.58896 -3.04545
F 1.26705 -2.26155 -3.45887
B 0.64270 1.63435 -4.00356
F 1.54667 1.81892 -2.92896
F 0.31074 0.26501 -3.87858
F -0.54026 2.36192 -3.87545
F 1.27748 1.98109 -5.19535
O 4.50560 1.01017 0.51713
S 3.19501 1.54144 0.44232
O 2.29345 1.13094 -0.60875
O 2.46581 1.23887 1.86276
C 3.31677 1.35686 2.99274
C 2.57147 1.87425 4.21278
C 3.14738 3.33786 0.45400
H 4.22739 1.95380 2.85613
H 3.84422 0.43246 3.24932
H 3.22533 1.88053 5.08480
H 1.77656 1.16950 4.47552
H 2.09826 2.85143 4.12487
H 2.19183 3.65142 0.04872
H 4.04927 3.65795 -0.05826
H 3.17481 3.55638 1.51949
O -3.22875 -0.59920 -2.05267
S -2.15574 -1.45572 -2.47329
O -0.81633 -1.33561 -1.94199
O -2.58814 -2.97553 -2.20918
C -3.95654 -3.32060 -2.49586
C -3.92280 -4.72676 -3.06290
C -2.06209 -1.41456 -4.29970
H -4.39629 -2.63076 -3.21577
H -4.55735 -3.26139 -1.59058
H -3.60413 -4.68504 -4.10855
H -4.86734 -5.26121 -3.16587
H -3.21475 -5.30229 -2.46921
H -1.36655 -2.19463 -4.60460
H -1.62366 -0.45444 -4.56199
H -3.03660 -1.57105 -4.75256
O 0.72062 -0.97644 0.18810
S 0.00218 -1.67046 1.24768
O -1.18555 -2.39451 0.97314
O 1.11679 -2.60808 1.93701
C 0.73071 -3.46071 3.03805
C 1.80835 -3.64123 4.05971
C -0.25794 -0.46876 2.61560
H 0.44562 -4.40548 2.56494
H -0.21587 -3.07520 3.42835
H 1.45719 -4.24947 4.89755
H 2.08321 -2.72177 4.58471
H 2.70792 -4.12457 3.68494
H -0.72813 -1.01686 3.42381
H -0.81684 0.40485 2.28830
H 0.73398 -0.08458 2.83997
O -0.50914 1.18728 -0.95205
S -1.62482 1.82354 -0.28204
O -2.57920 1.03912 0.45053
O -0.99189 2.97641 0.70501
C -1.85957 3.50049 1.75250
C -0.99493 4.33147 2.64686
C -2.43809 2.77805 -1.51279
H -2.31337 2.60285 2.17922
H -2.69032 4.05769 1.30905
H -0.53229 3.71558 3.42209
H -1.56630 5.07154 3.21006
H -0.20766 4.86899 2.12210
H -1.76635 3.57946 -1.81412
H -3.36954 3.15704 -1.10289
H -2.54018 2.10529 -2.36186
```

***

(5)
Entry from OMol25: an isolated ion of composition CH2O3PS and charge -1 (ωB97M-V/def2-TZVPD).

Values from the calculation:
E_HOMO in eV: -3.79
LUMO energy in eV: 3.7
Charge: -1
SMILES: O=C(O)P([O-])S
Relative energy (zero: lowest compared OMol25 entry of this formula, charge and spin) in kJ/mol: 67.0

The geometry in XYZ format:
```
8
CH2O3PS ωB97M-V/def2-TZVPD
O 1.92374 -0.85867 0.78744
C 0.95713 -0.69545 0.18579
O -0.14299 -1.72755 0.27275
P 0.40662 0.72430 -0.89134
O -0.96054 0.25190 -1.37914
S -0.07481 2.00055 0.88533
H -0.82017 -1.29911 -0.45634
H -1.28898 1.60403 0.59550
```

***

(6)
Entry from OMol25: one molecule with the formula C4H7NO (ωB97M-V/def2-TZVPD).

Values from the calculation:
E_HOMO in eV: -9.18
LUMO energy in eV: 1.0
SMILES: O=CCN1CC1
Relative energy (zero: lowest compared OMol25 entry of this formula, charge and spin) in kJ/mol: 250.1

The geometry in XYZ format:
```
13
C4H7NO ωB97M-V/def2-TZVPD
O 2.40133 -0.00794 -1.35912
C 1.51399 0.35463 -0.62457
C 1.03387 -0.45631 0.56842
N -0.40292 -0.53482 0.76788
C -1.20285 -0.52362 -0.43740
C -1.27790 0.60208 0.53540
H 1.01417 1.33351 -0.79403
H 1.49931 -0.04937 1.47648
H 1.40366 -1.47824 0.43195
H -1.98150 -1.27691 -0.52211
H -0.65727 -0.33108 -1.36768
H -0.88047 1.56795 0.22153
H -2.09452 0.67844 1.25199
```

***

no.,electronic energy (Eh)
1,-1257.9194
2,-434.5647
3,-4694.7072
4,-5084.8274
5,-1004.6629
6,-286.5364